(1)
This record from the OMol25 dataset describes an isolated molecule of C3H5NSe in a non-equilibrium geometry. The level of theory is wB97M-V/def2-TZVPD.

Computed properties:
orbital gap = 8.4 eV
E_LUMO = -0.55 eV

The geometry in XYZ format:
```
10
C3H5NSe wB97M-V/def2-TZVPD
C 0.939 1.372 -0.037
Se 1.521 -0.367 0.591
C -0.347 -1.488 -0.253
C -1.465 -0.809 0.468
N -2.296 -0.185 1.011
H -0.071 1.271 0.258
H 1.350 2.230 0.482
H 0.924 1.599 -1.117
H -0.441 -2.575 -0.116
H -0.115 -1.049 -1.287
```

---

(2)
This record from the OMol25 dataset describes an isolated ion of composition C3H5O2 and charge +1 in a non-equilibrium geometry. The level of theory is wB97M-V/def2-TZVPD.

Computed properties:
charge = +1
orbital gap = 11.1 eV
E_LUMO = -6.42 eV

The geometry in XYZ format:
```
10
C3H5O2 wB97M-V/def2-TZVPD
C -1.964 -0.200 0.050
C 0.366 0.576 -0.241
C 1.643 -0.178 0.013
O -0.089 1.646 -0.089
O -0.825 -0.520 -0.274
H -2.839 -0.835 0.119
H -2.127 0.838 0.091
H 1.456 -1.163 0.211
H 2.129 0.201 0.988
H 2.251 -0.363 -0.868
```

---

(3)
This record from the OMol25 dataset describes an isolated molecule of C3H5O2P in a non-equilibrium geometry. The level of theory is wB97M-V/def2-TZVPD.

Computed properties:
orbital gap (spin up / spin down) = 5.7 / 8.1 eV
E_LUMO (spin up / spin down) = 0.98 / -1.80 eV
2S+1 = 3

The geometry in XYZ format:
```
11
C3H5O2P wB97M-V/def2-TZVPD
C 0.512 -0.169 -0.245
C -1.289 -1.073 0.481
C -0.464 0.485 -0.858
O 0.132 -1.280 0.418
O -1.670 -0.459 -0.673
P 2.406 -0.129 0.094
H -1.226 -0.324 1.417
H -2.144 -1.857 0.538
H -0.574 1.487 -1.336
H 2.090 -1.465 -0.077
H 2.784 0.191 -1.206
```

---

(4)
This record from the OMol25 dataset describes C3H5O2P as an isolated structure in a non-equilibrium geometry. The level of theory is wB97M-V/def2-TZVPD.

Computed properties:
orbital gap (spin up / spin down) = 7.2 / 6.7 eV
E_LUMO (spin up / spin down) = 0.87 / -4.22 eV
2S+1 = 3

The geometry in XYZ format:
```
11
C3H5O2P wB97M-V/def2-TZVPD
C 0.328 0.553 0.042
C -0.499 1.371 -0.325
C 1.070 -0.566 0.524
O -1.607 -1.456 -0.112
O -2.752 0.700 0.763
P -2.041 -0.071 -0.243
H -2.340 0.276 -1.552
H -0.888 2.294 -0.662
H 1.950 -0.227 1.069
H 0.428 -1.139 1.196
H 1.374 -1.211 -0.303
```

---

(5)
This record from the OMol25 dataset describes an isolated ion of composition C3H5O2S and charge -1 in a non-equilibrium geometry. The level of theory is wB97M-V/def2-TZVPD.

Computed properties:
charge = -1
orbital gap = 7.1 eV
E_LUMO = 3.20 eV

The geometry in XYZ format:
```
11
C3H5O2S wB97M-V/def2-TZVPD
O -1.389 -1.169 -1.943
C -1.119 -1.127 -0.661
O -1.704 -1.458 0.413
C 0.294 -0.420 -0.530
C -0.004 0.446 0.687
S 0.919 2.177 1.011
H 1.169 -1.136 -0.837
H 0.594 0.343 -1.327
H -1.001 0.776 0.587
H -0.072 -0.199 1.653
H 2.313 1.766 0.948
```

---

(6)
This record from the OMol25 dataset describes C3H5O3 as an isolated structure in a non-equilibrium geometry. The level of theory is wB97M-V/def2-TZVPD.

Computed properties:
charge = -1
orbital gap = 8.1 eV
E_LUMO = 4.23 eV

The geometry in XYZ format:
```
11
C3H5O3 wB97M-V/def2-TZVPD
C -1.009 2.094 1.383
C -0.186 1.163 0.744
O -0.048 -0.092 1.189
H -0.986 3.030 0.858
H -1.587 1.854 2.281
H 0.322 1.401 -0.131
H 0.168 -0.929 0.265
O 0.001 -1.608 -0.768
C 0.861 -2.152 -1.680
O 2.137 -2.207 -1.560
H 0.327 -2.553 -2.580
```

---

(7)
This record from the OMol25 dataset describes a 2-piece molecular cluster, C3H5O3 overall in a non-equilibrium geometry. The level of theory is wB97M-V/def2-TZVPD.

Computed properties:
charge = -1
orbital gap = 8.4 eV
E_LUMO = 4.11 eV

The geometry in XYZ format:
```
11
C3H5O3 wB97M-V/def2-TZVPD
O -0.646 -1.040 -2.115
C -0.763 -0.757 -0.967
C -0.290 -1.545 0.192
H -1.509 0.017 -0.707
H 0.246 -0.925 0.845
H 0.252 -2.416 -0.060
H -1.184 -2.001 0.752
O -0.101 1.536 0.139
C 0.994 2.146 0.472
O 2.128 2.029 0.008
H 0.874 2.957 1.441
```

---

(8)
This record from the OMol25 dataset describes an isolated molecule of C3H5O3PS in a non-equilibrium geometry. The level of theory is wB97M-V/def2-TZVPD.

Computed properties:
orbital gap = 9.7 eV
E_LUMO = 0.49 eV

The geometry in XYZ format:
```
13
C3H5O3PS wB97M-V/def2-TZVPD
C 1.553 -1.585 1.173
C 0.967 -0.451 0.419
C 0.623 0.284 -0.439
O 0.139 1.330 -1.416
P -1.172 0.874 -2.173
O -0.699 0.573 -3.632
O -1.779 2.345 -2.251
S -2.488 -0.520 -1.533
H 0.627 -2.202 1.068
H 2.429 -1.832 0.791
H 1.558 -1.284 2.225
H -1.224 -0.021 -4.061
H -2.432 2.468 -1.597
```

---

Number 1: calculated total energy -70026.3750 eV. Number 2: calculated total energy -7277.2789 eV. Number 3: calculated total energy -16567.7771 eV. Number 4: calculated total energy -16569.8506 eV. Number 5: calculated total energy -18122.2468 eV. Number 6: calculated total energy -9334.8935 eV. Number 7: calculated total energy -9335.1241 eV. Number 8: calculated total energy -29457.5055 eV.